# 1
One molecule with the formula C16H19N3S in a non-equilibrium geometry. Source: the Open Molecules 2025 dataset; level of theory: wB97M-V/def2-TZVPD.

Last column: natural (NBO) charge in e.
Geometry (Å):
C1 -3.4119 -2.2472 -0.5965  -0.62
C2 -2.5564 -1.1986 0.0633  0.04
C3 -1.2931 -1.3835 0.5542  -0.29
C4 -0.6690 -0.5369 1.2348  0.14
C5 -1.2440 0.5890 1.2801  -0.21
C6 -2.5743 0.9624 0.9746  -0.18
C7 -3.3270 -0.0447 0.4061  -0.27
H1 -4.2342 0.3382 -0.2821  0.21
H2 -2.9894 2.0623 0.9597  0.22
H3 -0.6659 1.4757 1.9497  0.18
N1 0.4551 -0.5936 1.8511  -0.33
N2 1.1809 -1.7433 1.2408  -0.56
C8 1.7044 -2.1987 -0.0629  0.08
N3 1.7788 -0.8936 -0.7727  -0.66
C9 1.5110 0.3811 -0.7226  0.19
C10 0.4356 0.9788 -1.2119  -0.11
C11 0.2957 2.1987 -1.0947  -0.16
C12 0.9663 3.0381 -0.1571  -0.19
C13 2.1269 2.5889 0.4038  -0.21
C14 2.2805 1.1800 0.4112  -0.02
C15 3.4450 0.5315 0.9129  -0.62
H4 4.2726 0.8229 0.5723  0.21
H5 3.6235 1.1144 2.0345  0.18
H6 3.3446 -0.4883 1.3074  0.24
H7 2.6178 3.2286 0.9172  0.19
H8 0.8787 4.1629 -0.0973  0.21
H9 -0.5177 2.6537 -1.7112  0.20
C16 -0.2529 0.3740 -2.3542  -0.65
H10 -1.2380 0.7381 -2.5417  0.24
H11 0.3509 -0.0688 -3.1252  0.22
H12 -0.6186 -0.6097 -1.9263  0.22
H13 1.9065 -1.2887 -1.8904  0.38
S1 2.1492 -3.4955 -0.4212  0.14
H14 1.1836 -2.8380 1.8357  0.37
H15 1.0199 -0.0396 2.0959  0.36
H16 -0.9978 -2.2612 0.4817  0.20
H17 -3.4103 -3.1848 -0.3123  0.21
H18 -4.5004 -1.9352 -0.5646  0.22
H19 -3.0271 -2.3694 -1.6423  0.21

## Properties
- LUMO level (eV) = 0.4978
- gap between HOMO and LUMO (eV) = 8.3
- SMILES = Cc1cccc(NNC(=S)Nc2c(C)cccc2C)c1
- energy above the lowest of the compared OMol25 structures with the same formula, charge and spin (kcal/mol) = 352.33

# 2
A 2-piece molecular cluster, C4H7O2 overall in a non-equilibrium geometry. Source: the Open Molecules 2025 dataset; level of theory: wB97M-V/def2-TZVPD.

Last column: natural (NBO) charge in e.
Geometry (Å):
C1 -2.3319 0.3207 -0.1834  -0.19
C2 -1.3393 1.1087 0.1979  -0.12
C3 1.0808 1.3199 -0.0257  0.92
C4 2.1799 -0.9150 -0.0621  -0.32
O1 1.2520 0.1410 0.2415  -0.46
O2 1.2518 2.4506 -0.0823  -0.39
H1 -2.6742 -0.5977 0.3245  0.22
H2 -2.7770 0.6500 -1.1345  0.20
H3 -1.1018 2.1017 -0.1946  0.22
H4 -0.9767 0.9528 1.1211  0.18
H5 2.5887 -1.3782 0.9314  0.26
H6 3.2302 -0.6718 -0.4127  0.24
H7 1.7726 -1.5430 -0.8691  0.24

## Properties
- LUMO level (alpha / beta) (eV) = -4.1513 / -8.4130
- 2S+1 = 3
- gap between HOMO and LUMO (alpha / beta) (eV) = 7.1 / 8.7
- expectation value of S² = 2.0040
- charge = +1
- energy above the lowest of the compared OMol25 structures with the same formula, charge and spin (kcal/mol) = 42.27

# 3
A 2-piece molecular cluster, C3H7O3PS overall in a non-equilibrium geometry. Source: the Open Molecules 2025 dataset; level of theory: wB97M-V/def2-TZVPD.

Last column: natural (NBO) charge in e.
Geometry (Å):
C1 0.2647 -1.0247 -0.1016  -0.67
C2 -2.9978 1.0510 0.8288  -0.75
C3 1.3387 -0.3426 -0.8064  -0.31
O1 3.1797 0.1260 1.2999  -1.17
O2 3.7582 1.0827 -0.9953  -1.18
O3 2.5577 -1.2117 -0.8609  -0.86
P1 2.9311 0.2260 -0.1449  2.33
S1 -3.0089 -0.1061 -0.5701  -0.72
H1 0.4614 -1.0369 0.9346  0.20
H2 -0.6816 -0.4668 -0.4806  0.27
H3 0.0956 -2.1381 -0.5259  0.17
H4 -2.8177 2.0682 0.4208  0.17
H5 -2.0874 0.7887 1.4595  0.18
H6 -3.9416 1.0278 1.3517  0.17
H7 0.9480 -0.0434 -1.8096  0.17

## Properties
- LUMO level (eV) = 6.2223
- gap between HOMO and LUMO (eV) = 6.1
- charge = -2
- energy above the lowest of the compared OMol25 structures with the same formula, charge and spin (kcal/mol) = 25.33

> Among the records above, which one has the lowest energy above the lowest of the compared OMol25 structures with the same formula, charge and spin?

C3H7O3PS